Version one
Below is a 3-piece molecular cluster, C3H13NO3 overall, with properties calculated with the ωB97M-V functional and the def2-TZVPD basis.

Properties
charge: 0
HOMO energy: -9.9 eV

Element x y z (Å)
N1 0.94 -0.86 -1.17
C1 0.58 -0.58 0.23
C2 -0.93 -0.44 0.42
C3 -1.25 0.34 1.68
O1 -0.95 -0.40 2.88
H1 1.77 -1.45 -1.13
H2 1.34 -0.01 -1.58
H3 0.91 -1.43 0.83
H4 1.07 0.29 0.70
H5 -1.40 -1.43 0.40
H6 -1.35 -0.01 -0.49
H7 -2.30 0.65 1.70
H8 -0.64 1.25 1.68
H9 -1.66 -0.19 3.45
O2 1.96 3.62 1.68
H10 2.18 2.71 1.43
H11 1.53 3.98 0.91
O3 -1.00 -1.89 -4.49
H12 -0.38 -1.67 -5.20
H13 -0.42 -2.45 -3.93



Version two
Below is a 4-piece molecular cluster, C3H13NO3 overall, with properties calculated with the ωB97M-V functional and the def2-TZVPD basis.

Properties
charge: 0
HOMO energy: -8.1 eV

Element x y z (Å)
C1 -3.79 -0.58 2.54
C2 -3.39 -0.79 1.07
C3 -2.58 -0.06 0.29
N1 -2.26 -0.28 -1.08
H1 -3.10 -1.26 3.06
H2 -3.67 0.51 2.67
H3 -4.80 -0.97 2.55
H4 -3.90 -1.65 0.59
H5 -2.01 0.80 0.55
H6 -1.24 -0.07 -1.20
H7 -2.33 -1.18 -1.57
O1 1.55 -1.48 -1.79
H8 0.72 -1.81 -2.18
H9 2.00 -2.29 -1.53
O2 4.41 0.65 -1.54
H10 5.06 1.16 -1.04
H11 3.80 0.29 -0.89
O3 5.16 2.75 0.14
H12 4.45 2.99 -0.47
H13 5.92 3.27 -0.14



Version three
Below is a 4-piece molecular cluster, C3H13NO3 overall, with properties calculated with the ωB97M-V functional and the def2-TZVPD basis.

Properties
charge: 0
HOMO energy: -10.0 eV

Element x y z (Å)
C1 1.21 0.67 1.34
N1 1.11 1.08 0.15
C2 1.72 0.25 -0.90
C3 0.57 -0.26 -1.79
H1 1.54 -0.32 1.68
H2 0.90 1.39 2.09
H3 2.31 -0.57 -0.48
H4 2.38 0.89 -1.47
H5 0.80 -1.09 -2.46
H6 0.27 0.63 -2.35
H7 -0.28 -0.53 -1.16
O1 0.01 -2.16 1.47
H8 -0.76 -1.64 1.16
H9 -0.22 -3.05 1.22
O2 -1.71 2.00 -0.01
H10 -0.77 1.76 -0.08
H11 -2.02 1.92 -0.92
O3 -2.29 -0.68 0.65
H12 -2.07 0.21 0.34
H13 -2.70 -0.50 1.51



Version four
Below is a 3-piece molecular cluster, C3H13NO3 overall, with properties calculated with the ωB97M-V functional and the def2-TZVPD basis.

Properties
charge: 0
HOMO energy: -9.4 eV

Element x y z (Å)
N1 -0.48 2.11 -2.25
C1 0.20 0.81 -1.68
C2 0.31 0.83 -0.16
C3 0.58 -0.53 0.52
O1 0.91 -0.42 2.03
H1 -0.03 2.96 -1.88
H2 -1.47 2.17 -1.96
H3 -0.48 0.03 -1.88
H4 1.07 0.60 -2.27
H5 -0.52 1.25 0.39
H6 1.20 1.53 0.00
H7 1.55 -0.84 0.12
H8 -0.16 -1.31 0.43
H9 1.30 -1.37 2.25
O2 -1.80 0.39 3.14
H10 -0.88 0.50 3.22
H11 -2.32 0.47 4.01
O3 0.65 -3.12 -1.10
H12 -0.16 -2.66 -0.95
H13 0.55 -3.40 -1.99



Relative energies, unit kJ/mol: version one 39.2; version two 84.7; version three 0.0; version four 118.9



Version one
Below is C6H13N as an isolated structure, with properties calculated with the ωB97M-V functional and the def2-TZVPD basis.

Properties
charge: 0
HOMO energy: -7.2 eV

Element x y z (Å)
C1 1.31 0.04 -0.59
C2 -1.37 -0.46 1.27
C3 1.38 -1.42 -0.96
C4 2.15 0.39 0.62
N1 -1.29 0.27 0.00
H1 -1.27 -0.34 -0.81
H2 1.56 0.67 -1.44
H3 -2.20 -1.16 1.25
H4 -1.53 0.27 2.06
H5 -0.43 -0.98 1.45
H6 0.97 -2.05 -0.16
H7 0.80 -1.63 -1.86
H8 3.20 0.08 0.49
H9 1.79 -0.12 1.51
H10 2.16 1.46 0.81
H11 2.41 -1.76 -1.13
C5 -2.58 1.22 -0.19
C6 -3.16 2.09 -0.80
H12 -3.85 2.77 -1.23
H13 -0.04 0.66 -0.29



Version two
Below is one molecule with the formula C6H13N, with properties calculated with the ωB97M-V functional and the def2-TZVPD basis.

Properties
charge: 0
HOMO energy: -8.8 eV

Element x y z (Å)
C1 0.68 -2.51 1.96
C2 0.16 -1.29 1.83
C3 0.77 -0.14 1.11
C4 0.96 -0.27 -0.37
N1 -0.13 0.22 -1.30
C5 -0.63 1.48 -0.85
C6 -1.60 2.08 -1.95
H1 0.07 -3.36 2.44
H2 1.67 -2.93 1.62
H3 -0.77 -1.07 2.06
H4 1.73 0.14 1.49
H5 0.31 0.78 1.39
H6 1.08 -1.36 -0.63
H7 1.95 0.14 -0.77
H8 -1.00 -0.40 -1.37
H9 0.31 2.05 -0.80
H10 -1.03 1.59 0.12
H11 -1.48 1.53 -2.96
H12 -2.59 2.08 -1.65
H13 -1.37 3.15 -2.24



Relative energies, unit kJ/mol: version one 314.0; version two 0.0



Version one
Below is one molecule with the formula C6H13N, with properties calculated with the ωB97M-V functional and the def2-TZVPD basis.

Properties
charge: 0
HOMO energy: -9.1 eV

Element x y z (Å)
C1 2.93 -0.26 0.02
C2 1.47 -0.65 -0.10
C3 0.61 0.36 -0.86
N1 -0.79 -0.05 -0.74
C4 -1.82 0.95 -0.87
C5 -1.47 0.39 0.46
C6 -2.30 -0.63 1.19
H1 3.04 0.73 0.49
H2 3.42 -0.22 -0.96
H3 3.48 -0.98 0.64
H4 1.37 -1.63 -0.58
H5 1.04 -0.76 0.91
H6 0.88 0.38 -1.92
H7 0.77 1.38 -0.46
H8 -2.73 0.63 -1.38
H9 -1.52 1.98 -1.07
H10 -0.89 1.07 1.10
H11 -3.04 -0.15 1.84
H12 -2.81 -1.28 0.49
H13 -1.65 -1.26 1.82



Version two
Below is a 3-piece molecular cluster, C6H13N overall, with properties calculated with the ωB97M-V functional and the def2-TZVPD basis.

Properties
charge: 0
HOMO energy: -7.5 eV

Element x y z (Å)
C1 1.87 1.32 -0.39
C2 0.51 0.71 -0.22
N1 -0.16 -0.22 -0.90
C3 -1.14 -0.17 -1.81
C4 -0.08 -0.42 0.55
C5 -1.32 -0.18 1.38
C6 0.74 -1.64 0.97
H1 1.94 1.82 -1.36
H2 2.04 2.07 0.39
H3 2.67 0.57 -0.32
H4 -0.82 1.78 -0.61
H5 -1.91 -0.93 -1.75
H6 -1.46 1.52 -1.13
H7 -0.88 0.20 -2.80
H8 -1.05 0.27 2.34
H9 -2.01 0.50 0.87
H10 -1.85 -1.12 1.59
H11 1.60 -1.78 0.30
H12 0.13 -2.55 0.95
H13 1.11 -1.50 1.99



Version three
Below is C6H13N as an isolated structure, with properties calculated with the ωB97M-V functional and the def2-TZVPD basis.

Properties
charge: 0
HOMO energy: -7.1 eV

Element x y z (Å)
C1 0.80 -0.71 0.02
C2 -1.38 -0.77 -1.51
C3 1.55 1.63 0.52
C4 -1.69 -0.23 1.29
C5 0.59 0.48 0.71
N1 1.84 -0.91 -0.85
C6 -0.61 0.66 1.41
H1 0.30 -1.61 0.32
H2 2.23 -0.10 -1.30
H3 1.80 -1.73 -1.43
H4 -0.79 1.65 1.82
H5 -1.04 -1.78 -1.75
H6 -0.77 -0.04 -2.04
H7 -2.42 -0.66 -1.83
H8 1.54 1.99 -0.52
H9 1.27 2.48 1.15
H10 2.58 1.35 0.76
H11 -1.50 -1.28 1.54
H12 -1.69 -0.52 -0.09
H13 -2.61 0.08 1.77



Relative energies, unit kJ/mol: version one 0.0; version two 359.6; version three 231.9



Version one
Below is one molecule with the formula C6H13N, with properties calculated with the ωB97M-V functional and the def2-TZVPD basis.

Properties
charge: 0
HOMO energy: -9.0 eV

Element x y z (Å)
C1 -3.19 0.29 0.21
C2 -1.73 -0.03 0.12
C3 -0.91 0.25 -0.91
C4 0.50 -0.29 -1.01
C5 1.49 0.35 -0.02
C6 1.44 -0.32 1.35
N1 2.84 0.44 -0.61
H1 -3.44 0.29 1.27
H2 -3.44 1.26 -0.18
H3 -3.79 -0.49 -0.26
H4 -1.38 -0.88 0.70
H5 -1.46 0.51 -1.81
H6 0.43 -1.37 -0.83
H7 0.84 -0.06 -2.02
H8 1.17 1.40 0.02
H9 1.76 -1.35 1.24
H10 1.94 0.23 2.14
H11 0.39 -0.29 1.66
H12 3.52 0.44 0.14
H13 3.03 -0.38 -1.17



Version two
Below is one molecule with the formula C6H13N, with properties calculated with the ωB97M-V functional and the def2-TZVPD basis.

Properties
charge: 0
HOMO energy: -8.0 eV

Element x y z (Å)
C1 -1.46 -0.25 1.53
C2 -0.76 0.38 0.35
C3 0.45 1.24 0.80
C4 1.63 0.32 0.63
C5 1.28 -0.32 -0.71
N1 -0.14 -0.52 -0.62
C6 -0.81 -0.79 -1.88
H1 -0.91 -0.91 2.20
H2 -2.32 -0.85 1.20
H3 -2.02 0.55 2.03
H4 -1.46 1.05 -0.17
H5 0.18 1.68 1.76
H6 0.56 2.07 0.09
H7 2.59 0.78 0.85
H8 1.57 -0.53 1.33
H9 1.78 -1.28 -0.89
H10 1.64 0.29 -1.56
H11 -0.35 -1.64 -2.38
H12 -0.76 0.09 -2.55
H13 -1.87 -0.89 -1.67



Relative energies, unit kJ/mol: version one 62.0; version two 0.0